Molecular formula: C5H13BNO
Method: DFT, ωB97M-V with the def2-TZVPD basis set

Values from the calculation:
* energy: -352.9051 Ha
* SMILES: CCOB1CC[NH2+]C1
* 2S+1: 1
* total charge: +1

XYZ file:
```
21
Properties=species:S:1:pos:R:3:mulliken_charge:R:1
C 2.8123 -1.2830 0.2859 -1.18
C 1.5059 -2.0541 0.5786 -0.02
O 0.4003 -1.4062 -0.0443 -0.41
B -0.2668 -0.3677 0.0245 0.36
C -0.2728 0.9751 0.9232 -0.64
C -1.2469 1.9574 0.1276 -0.63
N -2.2256 1.1242 -0.7169 -0.13
C -1.5260 -0.0823 -1.1553 -0.82
H 2.9999 -1.3041 -0.7635 0.35
H 2.8812 -0.1562 0.3596 0.25
H 3.5841 -1.5642 0.8896 0.41
H 1.2072 -2.3653 1.6569 0.30
H 1.5826 -2.8923 -0.0727 0.23
H -0.6359 0.8700 1.9807 0.36
H 0.6528 1.5200 1.1411 0.42
H -1.8474 2.5806 0.8607 0.35
H -0.7781 2.5055 -0.6143 0.35
H -2.4074 1.6801 -1.6152 0.36
H -3.0483 0.9298 -0.2508 0.34
H -1.0770 0.1911 -2.1627 0.30
H -2.2940 -0.8583 -1.4328 0.43
```

Molecular formula: C44H48BrI2N6O2
Method: DFT, ωB97M-V with the def2-TZVPD basis set

Values from the calculation:
* energy: -5353.3964 Ha
* 2S+1: 1
* total charge: +1

XYZ file:
```
103
Properties=species:S:1:pos:R:3:mulliken_charge:R:1
C 3.1046 1.1997 1.5317 -0.23
C 2.4302 1.1072 0.5372 -0.50
N 1.7396 1.1154 -0.7458 0.41
C 0.8629 -0.1441 -0.8743 -0.66
C -0.6394 0.1094 -0.5565 -0.49
O -0.7166 1.0915 0.4428 -0.03
C -0.2003 2.3810 0.0900 -1.68
C -1.3985 3.2481 -0.3377 -0.54
C -2.3990 3.6070 0.8042 -0.03
C -1.9597 3.2433 2.2297 -1.44
O -3.6471 2.9337 0.5787 -0.30
C -4.4958 3.6508 -0.3185 -0.89
C -5.2494 2.5992 -1.1449 0.62
C -6.3270 1.9529 -0.5416 -0.44
C -7.0424 0.9817 -1.2318 -0.50
C -6.6579 0.6458 -2.5327 -0.45
C -5.5691 1.2805 -3.1128 -0.71
C -4.8575 2.2704 -2.4378 -0.24
C 0.9663 2.3657 -0.9839 1.78
Br 0.2071 2.4284 -2.8257 0.08
C 1.8216 3.6441 -0.8797 -1.09
I 1.2560 5.2897 0.3975 0.18
C 2.9487 3.8241 -1.6009 -0.05
C 3.4803 2.7843 -2.5897 -1.07
I 4.1581 5.5868 -1.4819 0.08
H 3.9779 1.3988 2.1363 0.48
H 2.4993 0.9458 -1.4168 0.35
H 1.3155 -0.9726 -0.3152 0.52
H 0.9238 -0.4258 -1.9416 0.45
H -1.2268 0.4347 -1.4343 0.31
H -1.0974 -0.8271 -0.2065 0.49
H 0.2949 2.7417 1.0093 0.93
H -1.0802 4.1431 -0.8935 0.54
H -1.9664 2.6414 -1.0683 0.19
H -2.6150 4.6903 0.7388 0.42
H -1.7589 2.1768 2.3857 0.14
H -1.0438 3.8264 2.4556 0.30
H -2.7224 3.6219 2.9273 0.51
H -5.2343 4.2660 0.2274 0.44
H -3.9202 4.2926 -1.0119 0.40
H -6.6177 2.1897 0.4861 0.40
H -7.8918 0.4877 -0.7526 0.37
H -7.2369 -0.1098 -3.0671 0.37
H -5.3092 0.9804 -4.1316 0.36
H -3.9925 2.7658 -2.8906 0.38
H 4.3605 3.1886 -3.1118 0.33
H 3.8884 1.9323 -2.0074 0.36
H 2.7832 2.4774 -3.3764 0.32
N 1.4611 -2.1107 4.2276 -0.57
C 1.5678 -1.0905 3.3753 -0.49
C 0.4941 -0.4119 2.8403 0.49
C -0.7839 -0.8201 3.1948 -0.45
C -0.9250 -1.8794 4.0738 -0.13
C 0.2261 -2.4862 4.5618 -0.46
H 2.5826 -0.8031 3.1182 0.23
H 0.6412 0.4084 2.1599 0.00
H -1.6557 -0.3165 2.7919 0.54
H -1.9028 -2.2280 4.3768 0.17
H 0.1667 -3.3170 5.2562 0.42
N 4.9122 0.9643 -5.1406 -0.08
C 4.2959 -0.0684 -5.7225 -0.16
C 4.2425 -0.2641 -7.0928 -0.77
C 4.8601 0.6660 -7.9122 -0.18
C 5.5040 1.7469 -7.3330 -0.78
C 5.5021 1.8476 -5.9515 0.04
H 3.8235 -0.7705 -5.0429 0.41
H 3.7308 -1.1221 -7.5066 0.40
H 4.8403 0.5500 -8.9884 0.38
H 5.9975 2.4945 -7.9385 0.41
H 5.9977 2.6756 -5.4546 0.37
N -3.8740 -5.2245 2.9340 -0.51
C -3.6408 -6.3275 3.6475 -0.27
C -2.3931 -6.9214 3.7655 -0.32
C -1.3254 -6.3402 3.1028 -0.33
C -1.5449 -5.1947 2.3550 -0.28
C -2.8315 -4.6801 2.3057 -0.27
H -4.5066 -6.7485 4.1464 0.38
H -2.2633 -7.8149 4.3606 0.40
H -0.3350 -6.7734 3.1684 0.39
H -0.7361 -4.7110 1.8228 0.39
H -3.0524 -3.7823 1.7361 0.43
N 7.6237 -2.6633 -2.7612 -0.54
C 6.9918 -1.6421 -3.3405 -0.28
C 7.5967 -0.4355 -3.6529 0.14
C 8.9382 -0.2762 -3.3424 -0.49
C 9.6150 -1.3233 -2.7388 -0.30
C 8.9142 -2.4906 -2.4725 -0.31
H 5.9426 -1.8113 -3.5622 0.36
H 7.0322 0.3550 -4.1243 0.29
H 9.4494 0.6517 -3.5684 0.38
H 10.6618 -1.2387 -2.4805 0.38
H 9.4026 -3.3382 -2.0044 0.36
N -4.9407 -3.1108 7.1024 -0.54
C -5.8851 -2.2469 7.4768 -0.31
C -6.3196 -1.1905 6.6904 -0.24
C -5.7381 -1.0183 5.4454 -0.61
C -4.7537 -1.9033 5.0378 -0.01
C -4.3952 -2.9281 5.9003 -0.24
H -6.3090 -2.4199 8.4599 0.35
H -7.0922 -0.5219 7.0450 0.37
H -6.0484 -0.2050 4.8007 0.41
H -4.2753 -1.8026 4.0721 0.41
H -3.6321 -3.6488 5.6228 0.46
```

Molecular formula: C10H19ClFN5O3P2
Method: DFT, ωB97M-V with the def2-TZVPD basis set

Values from the calculation:
* energy: -2134.4409 Ha
* SMILES: C[C@H](F)C(=O)O[C@](N)([PH2]=N)P(O)Cl.CC#N.CC#N.CC#N
* 2S+1: 1

XYZ file:
```
41
Properties=species:S:1:pos:R:3:mulliken_charge:R:1
C 3.0943 -0.9255 -0.3449 -0.95
C 2.4910 0.0579 -1.5037 0.25
F 3.4092 1.2577 -1.5453 -0.31
C 0.9681 0.6027 -1.2549 0.32
O 0.7992 1.9487 -1.3887 -0.48
O -0.2375 -0.1752 -0.9869 -0.14
C -0.5143 -0.4038 0.4250 0.16
N 0.2516 -1.5471 1.0704 -0.57
P -2.3803 -0.9735 0.4901 0.37
N -2.6419 -2.2446 -0.4923 -0.66
P -0.4200 1.1089 1.5793 0.19
O -1.1673 2.5430 0.8411 -0.47
Cl 1.6309 1.7189 1.9228 -0.23
H 2.7909 -0.6356 0.7483 0.21
H 4.2762 -0.8471 -0.3947 0.33
H 2.7959 -2.0513 -0.5486 0.27
H 2.6140 -0.4843 -2.5332 0.25
H -0.3915 -2.0082 1.7773 0.32
H 0.3736 -2.3071 0.3356 0.32
H -3.1712 0.1906 0.1836 0.10
H -2.6591 -1.3841 1.8714 0.16
H -1.7099 -2.4620 -0.9428 0.20
H -0.4425 3.2599 0.8971 0.30
C -4.8306 -4.5987 0.8531 -0.63
C -4.0874 -4.7344 2.1721 0.35
N -3.4709 -4.8469 3.2663 -0.46
H -5.6777 -3.9174 0.9709 0.24
H -4.1593 -4.2030 0.0859 0.22
H -5.2016 -5.5759 0.5320 0.30
C -1.5021 1.0911 -3.9849 -0.33
C -1.1454 0.1757 -5.1447 0.29
N -0.8495 -0.5837 -6.1068 -0.45
H -0.5909 1.4913 -3.5319 0.06
H -2.1173 1.9220 -4.3412 0.33
H -2.0607 0.5336 -3.2280 0.10
C 4.1199 5.3247 3.0535 -0.69
C 4.7000 3.9201 3.0202 0.37
N 5.1812 2.7549 2.9924 -0.45
H 3.5715 5.5236 2.1287 0.25
H 3.4369 5.4259 3.9014 0.26
H 4.9246 6.0580 3.1549 0.30
```

Molecular formula: C3H5NO2S
Method: DFT, ωB97M-V with the def2-TZVPD basis set

Values from the calculation:
* energy: -720.6288 Ha
* 2S+1: 1

XYZ file:
```
12
Properties=species:S:1:pos:R:3:mulliken_charge:R:1
C 2.2072 0.6526 -0.6756 -0.40
C -4.5183 0.7506 -0.6857 0.03
C 0.9537 0.8431 -0.2418 -0.13
N -3.6230 1.2496 -0.1165 -0.42
O -1.2005 -0.5362 -0.6731 -0.55
O -1.2262 0.7205 1.4044 -0.45
S -0.2963 -0.2977 0.4998 0.54
H 2.9592 1.2692 -1.1843 0.29
H 2.5623 -0.4242 -0.4737 0.13
H -5.3972 0.2495 -0.9567 0.30
H -1.8672 1.2295 0.8707 0.44
H 0.4232 1.8139 -0.3222 0.20
```

Molecular formula: C37H45AsO3OsSe3Si
Method: DFT, ωB97M-V with the def2-TZVPD basis set

Values from the calculation:
* energy: -11482.6948 Ha
* 2S+1: 5
* total charge: -2
* expectation value of S²: 6.0282

XYZ file:
```
91
Properties=species:S:1:pos:R:3:mulliken_charge:R:1
Os -13.9762 15.8707 10.7897 0.93
O -12.7882 21.1327 11.0646 -0.53
C -14.1428 21.1212 11.5708 -1.14
C -14.7933 19.7232 11.4431 1.69
C -16.1745 19.8533 12.0937 -1.18
O -16.9279 18.7384 12.4790 -0.53
C -13.9162 18.7563 12.2178 -0.64
Se -12.4873 17.8958 11.2532 -0.13
C -14.9402 19.3664 9.9245 -1.11
Se -15.6343 17.5598 9.6616 -0.53
H -12.5090 20.2226 11.1689 0.29
H -14.6994 21.8198 10.9464 0.46
H -14.1426 21.5044 12.6420 0.31
H -16.6827 20.5155 11.4215 0.44
H -16.0908 20.4792 12.9866 0.33
H -16.4258 17.9199 12.2229 0.33
H -14.5372 17.8935 12.5766 -0.68
H -13.6013 19.3446 13.1067 0.24
H -13.9752 19.4216 9.4236 0.40
H -15.6722 20.0074 9.4584 0.63
C -17.3077 14.8219 10.2407 -0.26
O -16.4695 13.8808 11.0174 -0.39
C -15.0876 14.1051 10.8517 0.22
C -14.2436 13.0657 11.5242 -0.81
H -17.7051 15.5548 10.9434 0.24
H -18.1806 14.1635 9.8335 0.24
H -16.7724 15.2412 9.3852 -0.03
H -14.7904 12.4170 12.2364 0.35
H -13.3893 13.4395 12.1061 0.20
H -13.6586 12.3917 10.8087 -0.02
C -12.0274 15.1778 16.0203 -1.01
Si -13.6229 16.1524 15.7077 -0.11
C -14.9965 15.5143 16.8922 -1.02
C -13.2838 17.9903 16.0902 -0.96
C -14.1740 15.9881 14.0047 1.81
C -14.2192 15.7369 12.8028 -1.61
H -11.5837 15.3357 16.9730 0.41
H -11.1856 15.3432 15.2846 0.30
H -12.3214 14.0869 15.9418 0.23
H -14.8131 15.6761 17.9472 0.32
H -15.0694 14.4297 16.6915 0.28
H -15.9680 15.9526 16.6189 0.28
H -12.9859 18.0039 17.1718 0.27
H -14.1771 18.5850 15.9551 0.31
H -12.4827 18.4776 15.5058 0.29
C -10.9657 10.6689 9.2081 -0.82
C -12.2188 10.9834 8.6391 -0.34
C -12.5835 12.2891 8.3762 -0.81
C -11.7797 13.3226 8.9056 0.43
C -10.6226 13.0106 9.6118 -0.52
C -10.1945 11.6765 9.7366 0.04
As -12.4610 15.1735 8.8624 1.17
C -11.0266 16.4264 8.4551 0.61
C -11.1688 17.2870 7.3629 -0.91
C -10.1954 18.3036 7.1885 -0.70
C -9.2104 18.4808 8.1240 -0.54
C -9.1778 17.7046 9.2578 -0.66
C -10.0179 16.6182 9.3845 -0.53
C -13.2400 14.9720 7.0673 -0.75
C -14.6287 15.0609 7.0357 0.05
C -15.3204 14.8299 5.7679 -0.49
C -14.6052 14.6034 4.6086 -0.44
C -13.2127 14.6292 4.6685 -0.72
C -12.5263 14.7872 5.9139 0.46
H -10.7746 9.6377 9.1684 0.44
H -12.9205 10.2269 8.2810 0.34
H -13.4488 12.5203 7.7694 0.29
H -10.0967 13.7896 10.0738 0.37
H -9.2734 11.4910 10.2707 0.18
H -11.9885 17.1505 6.7111 0.60
H -10.1726 18.9150 6.3218 0.43
H -8.4701 19.2397 7.8970 0.35
H -8.3840 17.8707 9.9945 0.41
H -10.0310 16.0545 10.3098 0.41
H -15.2133 15.1799 7.9630 -0.06
H -16.4233 14.9241 5.7313 0.35
H -15.1367 14.4036 3.6787 0.36
H -12.5883 14.5325 3.7953 0.37
H -11.4268 14.8103 5.9523 0.44
Se -7.8116 14.5505 12.1680 -0.49
C -7.5219 12.7243 12.1266 -0.25
C -6.6534 12.1957 11.1441 -0.31
C -6.4822 10.8499 10.9966 -0.36
C -7.1420 9.9364 11.8154 -0.58
C -7.9410 10.4755 12.8520 -0.28
C -8.1481 11.8253 12.9554 -0.15
H -6.0460 12.8929 10.5471 0.28
H -5.8568 10.4863 10.1986 0.31
H -7.0978 8.8733 11.7351 0.39
H -8.4227 9.7388 13.5340 0.26
H -8.8499 12.2221 13.7565 0.24
```

Molecular formula: C23H28BMoN2O
Method: DFT, ωB97M-V with the def2-TZVPD basis set

Values from the calculation:
* energy: -1170.7429 Ha
* 2S+1: 3
* total charge: +1
* expectation value of S²: 2.0271

XYZ file:
```
56
Properties=species:S:1:pos:R:3:mulliken_charge:R:1
C 2.4257 0.1094 2.5045 -0.06
C 2.3365 -0.6637 1.3011 -0.59
C 1.7360 0.1555 0.2885 -0.42
H 2.6933 -1.6818 1.1665 0.55
C 1.4473 1.4404 0.8680 0.66
C 1.8812 1.4145 2.2335 -1.32
H 1.0551 2.3031 0.3374 0.36
C -1.4545 -1.7749 2.9437 -1.71
C -0.2839 -2.4428 2.4382 -0.26
C -0.2576 -2.2672 1.0159 -0.72
H 0.4101 -3.0462 3.0147 0.51
C -1.4467 -1.5319 0.6392 0.40
C -2.1528 -1.2010 1.8431 0.10
H 1.6052 -0.1001 -0.7588 0.47
H 1.8587 2.2608 2.9147 0.49
H 2.8820 -0.2138 3.4383 0.48
H -3.1084 -0.6781 1.8701 0.42
H 0.4409 -2.7224 0.3143 0.73
H -1.7786 -1.7670 3.9784 0.67
Mo 0.2385 -0.1601 1.9340 0.60
C -1.9662 -1.3023 -0.7594 1.99
C -3.4819 -1.5577 -0.7852 -1.88
C -1.2961 -2.2377 -1.7767 -2.07
H -3.6783 -2.5940 -0.4775 0.42
H -3.8543 -1.4006 -1.8023 0.52
H -4.0163 -0.8780 -0.1123 0.36
H -1.4635 -3.2832 -1.4865 0.47
H -0.2170 -2.0560 -1.8601 0.28
H -1.7527 -2.0727 -2.7601 0.49
C -1.6271 0.1729 -1.0980 -0.14
C -2.1721 0.6812 -2.4228 0.09
H -0.5297 0.2901 -1.1004 -0.62
H -2.0057 0.8441 -0.3054 0.60
O -3.0993 0.1533 -3.0368 -0.67
N -1.5759 1.7959 -2.9441 -0.05
C -0.4100 2.5102 -2.4382 -0.99
H -2.0311 2.1522 -3.7758 0.30
C 0.9098 1.9066 -2.8846 0.69
C 2.0937 2.5506 -2.5085 -0.27
H 2.0252 3.4772 -1.9299 0.47
C 3.3299 2.0130 -2.8677 -0.63
H 4.2447 2.5126 -2.5469 0.42
C 3.3922 0.8445 -3.6365 -0.53
H 4.3588 0.4292 -3.9255 0.41
C 2.2106 0.2137 -4.0374 -0.65
H 2.2369 -0.6940 -4.6405 0.42
C 0.9668 0.7468 -3.6695 -0.22
H 0.0394 0.2721 -4.0066 0.45
H -0.4415 2.5495 -1.3330 0.05
H -0.4814 3.5474 -2.7983 0.54
B -0.0378 0.1396 6.4244 0.12
C -0.0647 0.2276 4.9215 0.05
N -0.0570 0.2638 3.7421 -0.58
H 0.9745 -0.4689 6.7322 -0.05
H -1.0300 -0.4663 6.7853 -0.07
H -0.0206 1.2848 6.8357 -0.06
```

Please write out number 4 again, unchanged.
Molecular formula: C3H5NO2S
Method: DFT, ωB97M-V with the def2-TZVPD basis set

Values from the calculation:
* energy: -720.6288 Ha
* 2S+1: 1

XYZ file:
```
12
Properties=species:S:1:pos:R:3:mulliken_charge:R:1
C 2.2072 0.6526 -0.6756 -0.40
C -4.5183 0.7506 -0.6857 0.03
C 0.9537 0.8431 -0.2418 -0.13
N -3.6230 1.2496 -0.1165 -0.42
O -1.2005 -0.5362 -0.6731 -0.55
O -1.2262 0.7205 1.4044 -0.45
S -0.2963 -0.2977 0.4998 0.54
H 2.9592 1.2692 -1.1843 0.29
H 2.5623 -0.4242 -0.4737 0.13
H -5.3972 0.2495 -0.9567 0.30
H -1.8672 1.2295 0.8707 0.44
H 0.4232 1.8139 -0.3222 0.20
```